The following is a quantum chemistry calculation of one molecule with the formula C5H4N2OS in a non-equilibrium geometry, from OMol25.

Structure (XYZ):
```
13
Properties=species:S:1:pos:R:3:forces:R:3:mulliken_charge:R:1
C 0.084 1.958 0.038 1.0 0.0 -0.5 -0.251
C 0.242 0.567 0.072 -1.0 -1.0 0.9 0.330
C -0.898 -0.185 0.007 -1.2 5.6 -0.7 0.159
C -1.170 -1.601 0.068 -1.8 -1.0 0.2 -0.875
C 2.479 -0.445 -0.054 -0.3 0.3 0.9 0.518
N -2.092 1.473 -0.186 1.7 -4.1 0.5 -0.304
N 1.462 -0.047 0.425 -0.5 0.6 -0.8 -0.297
O -1.159 2.385 -0.093 1.2 -0.6 -0.3 -0.088
S 3.906 -0.962 -0.356 0.9 -0.5 -0.6 -0.388
H 0.946 2.612 -0.126 -0.9 0.3 0.4 0.403
H -0.171 -2.186 0.148 -1.8 0.8 0.3 0.277
H -1.955 -1.671 0.996 2.0 -0.7 -2.3 0.250
H -1.675 -1.898 -0.939 0.6 0.2 1.9 0.264
```
Forces are in eV/Å.

Output
Total energy ... -21106.0099 eV
Energy relative to the best compared isomer or geometry (same formula, charge and spin) ... 126.3 kcal/mol
Max |F| ... 5.7 eV/A
Orbital gap (alpha / beta) ... 8.85 / 8.50 eV


The following is a quantum chemistry calculation of C42H52ClIN9O8S2Y as an isolated structure in a non-equilibrium geometry, from OMol25.

Structure (XYZ):
```
116
Properties=species:S:1:pos:R:3:forces:R:3:mulliken_charge:R:1
Y -12.726 6.175 14.211 0.0 0.6 -1.1 1.253
C -16.306 7.960 10.928 0.0 -0.7 3.7 -1.168
C -15.630 6.623 10.712 0.6 0.2 1.6 -0.053
N -16.077 5.936 9.704 -0.9 2.4 0.4 -0.508
C -15.451 4.934 9.203 0.9 -3.3 -0.4 -1.154
C -14.281 4.378 9.701 -0.1 0.6 0.9 0.667
C -13.691 3.155 9.029 -0.1 1.9 -1.4 -0.652
O -12.233 3.413 8.815 -1.4 -1.7 -1.5 -0.505
C -13.758 4.996 10.888 -1.3 0.3 1.1 0.570
C -12.505 4.512 11.403 -0.6 0.1 -0.1 -0.712
N -11.826 5.045 12.385 -1.0 -0.2 -0.3 0.229
C -10.449 5.013 12.442 0.2 -0.2 1.2 1.362
C -9.619 5.042 11.318 -1.5 0.1 1.2 -0.773
C -8.320 5.351 11.468 3.2 0.6 -0.2 -0.446
C -7.735 5.727 12.716 -1.0 0.1 -1.4 -0.976
C -8.578 5.675 13.806 2.1 0.5 2.3 -0.634
C -9.865 5.225 13.718 -0.8 -1.1 -0.1 -0.825
I -10.478 4.028 15.483 0.0 1.1 -1.0 0.328
C -14.549 6.068 11.564 0.9 -0.2 -2.5 0.722
O -14.176 6.567 12.705 -0.7 -0.6 -0.1 -0.295
H -15.969 8.410 11.898 -0.1 -0.4 -0.6 0.120
H -17.390 7.926 11.058 0.1 -0.5 -0.4 0.353
H -16.088 8.699 10.234 0.5 1.0 -1.8 0.358
H -16.046 4.407 8.476 0.4 -0.2 -0.7 0.403
H -14.328 3.128 8.091 1.4 -0.4 0.6 0.401
H -13.931 2.254 9.571 0.5 -0.4 0.4 0.325
H -11.948 2.902 7.998 -0.6 0.9 1.5 0.305
H -12.104 3.633 10.912 0.4 0.2 -0.4 0.889
H -10.069 4.907 10.373 -0.3 -0.2 -1.0 0.633
H -7.698 5.358 10.548 -0.3 0.0 0.8 0.359
H -6.705 6.076 12.770 -0.4 -0.2 0.1 0.454
H -8.204 5.939 14.844 -0.2 -0.5 -1.5 0.404
O -17.065 4.187 17.997 1.4 0.6 -0.6 -0.539
C -17.053 5.505 18.132 -0.9 1.2 0.5 0.393
O -17.821 6.172 18.806 0.9 -1.3 -0.8 -0.562
C -15.988 6.258 17.363 1.7 0.2 -0.8 -0.127
C -15.578 7.587 17.516 0.8 0.2 1.1 -0.065
Cl -16.008 8.746 18.698 -0.3 -0.4 -0.4 -0.090
N -14.436 7.832 16.793 -1.5 -0.3 -0.5 0.254
N -14.133 6.734 16.033 -0.8 0.5 1.7 -0.005
C -15.004 5.791 16.445 -0.1 0.1 0.0 0.081
C -14.656 4.411 15.987 1.1 -0.7 -1.1 1.054
O -15.128 3.408 16.526 -0.2 0.5 0.1 -0.769
O -13.741 4.367 15.072 -0.8 0.6 0.4 -0.447
C -13.866 9.138 16.605 1.3 0.6 -0.2 0.137
C -14.652 10.167 16.122 -0.7 -0.4 -0.6 0.290
C -14.185 11.467 15.951 1.5 0.4 -0.2 -0.827
C -12.908 11.754 16.467 0.1 -0.5 0.1 -0.444
C -12.079 10.694 16.910 0.5 1.4 -0.7 -0.261
C -12.500 9.404 16.873 -1.8 -1.5 0.9 -1.349
H -16.228 3.891 17.407 -1.4 -0.1 0.8 0.327
H -15.654 9.895 15.826 -0.2 0.2 -0.1 0.504
H -14.659 12.204 15.277 -0.3 -0.4 1.1 0.404
H -12.503 12.767 16.529 -0.3 -0.3 -0.4 0.393
H -11.028 10.863 17.155 -0.4 0.3 0.2 0.399
H -11.857 8.603 17.203 0.2 -0.2 0.0 0.753
O -13.693 2.815 19.115 -4.1 2.6 5.4 0.208
N -14.388 3.226 19.993 4.3 -1.8 -4.5 -0.004
N -11.679 8.677 14.026 -1.2 -1.1 0.2 -0.390
N -12.228 8.514 12.649 -0.2 1.4 0.9 -0.373
H -12.082 9.467 14.505 -0.4 0.2 0.0 0.123
H -10.690 8.819 14.098 0.7 0.1 -0.7 0.232
H -11.447 8.631 12.035 0.5 0.1 -0.7 0.223
H -12.866 9.335 12.440 0.9 -1.3 0.4 0.277
C -9.966 -3.985 14.963 2.0 -1.8 -1.1 -1.285
C -10.707 -2.928 15.669 -2.0 0.2 1.1 0.855
C -11.672 -3.412 16.615 0.2 2.4 0.4 -0.798
C -12.428 -2.465 17.365 0.6 -0.9 -0.2 -0.553
C -12.270 -1.090 17.114 0.0 -0.9 0.2 0.073
C -11.382 -0.636 16.159 0.4 0.8 -0.1 -0.138
C -10.622 -1.530 15.444 0.4 -1.9 -0.7 -0.823
S -13.113 0.059 18.153 -0.1 0.5 -1.6 1.003
C -14.807 -0.177 17.452 0.6 1.0 0.0 -0.944
O -13.057 -0.526 19.506 -0.5 -0.1 1.0 -0.750
H -9.063 -3.642 14.369 -1.3 -0.1 0.4 0.332
H -10.613 -4.657 14.326 0.5 1.1 0.4 0.288
H -9.511 -4.737 15.668 -0.5 0.9 -0.3 0.333
H -11.762 -4.472 16.837 0.0 0.2 -0.1 0.385
H -13.048 -2.813 18.222 0.4 0.4 -0.9 0.303
H -11.170 0.429 15.968 -0.6 -0.5 0.3 0.359
H -9.986 -1.180 14.631 0.1 0.0 0.4 0.350
H -15.131 -1.080 17.924 -0.6 -0.5 0.2 0.432
H -14.850 -0.218 16.352 0.5 -0.2 0.5 0.333
H -15.375 0.712 17.742 -0.1 -0.4 0.2 0.266
C -7.532 7.412 20.179 -1.0 -1.0 -0.1 -1.157
C -9.071 7.070 19.932 0.6 0.0 1.4 -0.244
C -9.407 5.647 20.462 0.5 0.2 -0.6 -0.627
C -10.675 5.001 19.946 -1.9 1.0 -0.9 -0.412
N -10.801 3.684 20.538 -1.7 0.3 -0.1 -0.070
C -11.883 3.231 21.231 1.1 -1.2 0.0 -0.011
S -13.255 4.219 21.709 0.1 -0.6 -1.6 -0.043
N -11.853 1.927 21.536 1.4 1.1 0.4 0.117
C -12.863 1.197 22.332 0.3 1.6 0.1 -0.876
C -12.529 1.051 23.831 0.2 -0.7 -1.1 -0.694
C -12.471 2.406 24.534 0.1 0.0 0.0 -0.401
C -11.165 3.157 24.612 0.6 -0.1 0.5 -1.082
H -7.285 8.336 19.613 0.3 -0.9 0.4 0.340
H -6.912 6.482 19.951 -0.6 1.5 -0.3 0.312
H -7.360 7.572 21.250 -0.1 0.2 -0.2 0.324
H -9.304 7.222 18.875 -0.1 -0.3 0.0 0.215
H -9.722 7.759 20.541 0.7 -0.3 -0.8 0.295
H -9.407 5.663 21.561 -0.1 0.0 -0.2 0.220
H -8.638 4.901 20.182 0.1 0.6 0.1 0.383
H -10.776 4.998 18.819 0.9 -0.6 0.9 -0.055
H -11.656 5.482 20.121 0.7 0.4 0.7 0.354
H -10.255 3.002 20.062 0.5 -0.8 0.1 0.305
H -10.909 1.483 21.464 -1.3 0.3 -0.1 0.276
H -12.980 0.340 21.716 -0.6 -1.3 0.1 0.491
H -13.722 1.879 22.259 -0.1 -0.8 0.1 0.501
H -11.678 0.358 23.987 0.0 0.8 0.0 0.426
H -13.349 0.444 24.203 -0.3 0.2 0.3 0.365
H -12.793 2.275 25.538 -0.2 -0.3 1.1 0.477
H -13.202 3.076 24.143 -0.8 0.2 -0.6 0.168
H -10.465 2.490 25.113 0.3 0.3 0.3 0.349
H -11.255 4.123 25.137 -0.1 -0.6 0.2 0.314
H -10.690 3.417 23.688 0.1 0.0 -0.9 0.187
```
Forces are in eV/Å.

Output
Total energy ... -117508.9861 eV
Energy relative to the best compared isomer or geometry (same formula, charge and spin) ... 16.0 kcal/mol
Max |F| ... 7.2 eV/A
Orbital gap (alpha / beta) ... 5.55 / 5.55 eV
Charge ... +2


The following is a quantum chemistry calculation of a 14-piece molecular cluster, C72H78F6O12 overall in a non-equilibrium geometry, from OMol25.

Structure (XYZ):
```
168
Properties=species:S:1:pos:R:3:forces:R:3:mulliken_charge:R:1
C 13.868 -6.392 -6.251 0.5 0.2 -0.1 -0.288
O 14.126 -7.787 -6.562 0.4 0.4 -0.9 -0.422
C 14.583 -8.208 -7.789 -1.9 -2.3 0.0 0.550
O 14.487 -9.400 -8.095 0.9 2.6 0.7 -0.613
O 14.946 -7.230 -8.608 0.3 0.6 -0.3 0.087
C 15.647 -7.557 -9.840 1.6 -0.6 0.9 -0.686
H 13.053 -5.939 -6.816 -0.1 -0.5 -0.2 0.208
H 14.736 -5.747 -6.387 0.3 -0.2 -0.3 0.074
H 13.632 -6.306 -5.190 -0.1 -0.6 -0.1 0.291
H 16.549 -8.106 -9.569 0.0 -0.5 0.4 0.533
H 16.126 -6.650 -10.210 -1.1 0.3 -0.3 -0.148
H 15.165 -8.218 -10.560 -0.7 0.6 0.2 0.441
C 14.255 0.641 -6.209 0.5 -0.9 0.5 -0.925
O 14.243 -0.148 -7.479 -0.6 1.2 0.5 0.155
C 13.860 0.498 -8.565 -0.7 2.4 -3.6 0.359
O 13.674 1.719 -8.723 0.3 -3.3 0.9 -0.641
O 13.732 -0.402 -9.669 -0.1 0.3 1.9 0.176
C 13.230 0.095 -10.948 0.5 1.3 1.0 -0.690
H 13.609 1.497 -6.013 -0.5 -0.2 -1.3 0.388
H 15.257 1.014 -5.998 0.1 -0.4 -0.4 0.214
H 13.964 -0.117 -5.481 0.3 0.0 0.0 0.313
H 12.283 0.626 -10.854 -0.1 -0.2 0.4 0.386
H 13.093 -0.708 -11.673 0.4 -0.3 0.5 0.108
H 13.942 0.852 -11.275 0.1 -0.2 -0.4 0.214
C 17.882 0.649 -8.265 0.6 0.3 -0.5 0.215
O 16.961 1.689 -7.898 0.1 1.4 0.2 -0.074
C 17.071 2.955 -8.427 1.1 0.0 -4.0 0.704
O 17.897 3.333 -9.310 -2.5 -1.5 3.5 -0.620
O 15.995 3.650 -8.035 0.8 -1.6 1.0 -0.313
C 15.455 4.742 -8.711 -0.6 1.9 -0.2 -0.764
H 17.729 0.343 -9.300 -0.1 0.1 0.0 -0.153
H 17.736 -0.231 -7.639 -0.5 0.4 0.2 -0.450
H 18.918 0.959 -8.134 0.0 0.2 0.0 0.510
H 16.099 5.245 -9.431 0.2 -0.5 0.0 0.345
H 15.164 5.491 -7.975 0.6 0.1 0.4 0.303
H 14.466 4.552 -9.129 0.3 -0.9 -0.5 0.261
C 18.190 -2.357 -12.266 -0.6 -0.5 -0.8 0.311
O 17.815 -2.022 -10.926 0.6 0.2 1.0 0.360
C 17.135 -2.918 -10.193 -1.9 -1.2 -2.3 -0.391
O 16.554 -3.873 -10.732 1.1 1.0 1.8 -0.105
O 17.053 -2.509 -8.947 1.7 1.6 -0.8 0.657
C 16.308 -3.114 -7.920 -0.3 -0.9 -0.8 -0.205
H 18.316 -1.446 -12.852 0.1 0.1 0.6 -0.436
H 17.399 -2.919 -12.762 -0.1 0.0 0.2 -0.116
H 19.090 -2.970 -12.320 0.1 0.1 0.3 0.169
H 15.595 -3.738 -8.459 -0.4 -0.3 0.7 0.148
H 15.845 -2.317 -7.337 0.0 -0.2 -0.1 -0.216
H 17.032 -3.681 -7.335 -0.5 -0.2 0.2 0.011
F 17.142 -1.995 -5.299 0.3 0.2 0.1 -0.279
C 18.437 -1.604 -5.346 1.2 0.9 0.2 -0.184
C 19.391 -2.377 -5.977 -0.4 -0.8 -0.3 0.297
C 20.715 -1.983 -6.025 -0.2 0.5 -0.2 -0.606
C 21.087 -0.759 -5.466 1.4 -1.5 -0.8 -0.485
C 20.172 0.008 -4.848 -1.4 1.1 0.3 -0.704
C 18.835 -0.384 -4.809 -1.0 -0.4 0.2 -0.113
H 19.088 -3.281 -6.484 0.0 -0.2 0.1 0.412
H 21.411 -2.586 -6.589 0.2 0.0 0.1 0.414
H 22.112 -0.427 -5.540 0.1 0.0 0.0 0.411
H 20.481 0.984 -4.504 -0.2 0.1 0.3 0.386
H 18.050 0.221 -4.380 0.1 0.3 0.2 0.450
F 22.199 -3.726 -14.534 -0.5 -1.0 -0.4 -0.392
C 21.024 -3.152 -14.908 -0.1 -1.1 0.5 -0.225
C 19.882 -3.819 -15.389 2.8 -1.4 0.1 -0.395
C 18.796 -3.122 -15.792 -0.5 0.3 0.0 -0.911
C 18.817 -1.772 -15.580 -0.6 2.3 -0.1 -0.112
C 19.934 -1.115 -15.055 -2.3 0.4 -0.7 -0.646
C 21.012 -1.820 -14.707 1.5 1.3 0.3 0.082
H 19.887 -4.872 -15.627 0.4 -0.2 0.3 0.774
H 18.029 -3.696 -16.292 -0.5 0.4 0.1 0.462
H 18.001 -1.111 -15.830 -0.4 -0.3 -0.3 0.469
H 19.995 -0.045 -14.918 -0.5 0.1 -0.1 0.395
H 21.816 -1.182 -14.370 0.7 -0.8 0.3 0.527
F 22.630 0.716 -8.955 -0.7 0.9 0.5 -0.297
C 22.926 -0.134 -9.917 0.1 -2.8 -1.4 0.078
C 21.956 -0.981 -10.534 1.5 1.1 1.2 -0.397
C 22.438 -1.968 -11.386 -0.9 0.1 -0.6 -0.212
C 23.770 -2.149 -11.671 1.8 0.8 0.6 -0.637
C 24.743 -1.310 -11.070 -2.0 -0.9 0.4 -0.652
C 24.280 -0.345 -10.173 0.4 0.7 -0.7 -0.452
H 20.916 -0.912 -10.250 -0.1 0.1 -0.2 0.869
H 21.710 -2.567 -11.911 -0.1 -0.3 0.1 0.485
H 24.159 -2.934 -12.302 -0.5 -0.1 -0.2 0.397
H 25.784 -1.573 -11.182 0.1 0.5 -0.1 0.364
H 24.967 0.373 -9.749 0.2 -0.1 0.4 0.407
F 22.299 -4.525 -7.976 -0.5 -0.2 -0.4 -0.353
C 21.292 -5.432 -7.978 -0.1 -1.9 1.3 -0.158
C 21.527 -6.700 -7.387 -1.3 0.4 0.8 -0.808
C 20.425 -7.566 -7.189 0.3 1.3 -1.4 -0.611
C 19.186 -7.209 -7.696 -0.4 0.1 -0.6 -0.685
C 18.943 -5.970 -8.357 0.8 -1.7 1.7 0.520
C 20.009 -5.098 -8.422 0.8 0.7 -1.1 -0.216
H 22.406 -7.012 -6.842 0.6 0.5 -0.5 0.431
H 20.523 -8.542 -6.736 0.3 0.1 0.1 0.427
H 18.456 -8.001 -7.625 -0.6 0.3 0.0 0.318
H 17.941 -5.692 -8.648 0.1 0.0 -0.4 0.184
H 19.904 -4.187 -8.992 0.0 0.4 0.2 0.911
F 20.597 -5.153 -11.924 -0.1 0.7 -0.1 0.041
C 21.128 -6.368 -11.890 2.7 -2.0 -0.7 0.208
C 20.343 -7.460 -11.617 -1.2 -0.1 0.4 -0.120
C 20.849 -8.737 -11.496 1.8 0.1 -0.3 -0.773
C 22.236 -8.954 -11.699 -0.5 0.0 0.1 -0.529
C 23.084 -7.909 -12.046 -1.8 2.0 0.0 -0.624
C 22.509 -6.601 -12.184 -0.9 -0.3 0.8 -0.544
H 19.279 -7.337 -11.473 -0.2 0.3 0.1 0.665
H 20.192 -9.546 -11.212 0.0 -0.1 -0.1 0.461
H 22.658 -9.943 -11.592 -0.1 -0.1 0.1 0.365
H 24.153 -7.987 -12.177 0.0 -0.3 -0.1 0.425
H 23.114 -5.745 -12.443 0.2 0.0 0.0 0.397
F 18.509 2.945 -15.809 0.2 0.3 0.3 -0.375
C 18.063 2.325 -14.695 0.4 0.3 0.2 0.491
C 18.803 2.355 -13.510 1.4 1.5 -1.0 -0.810
C 18.440 1.717 -12.374 -1.4 -1.2 0.3 -0.494
C 17.286 0.950 -12.466 -1.1 -0.6 -0.3 -0.408
C 16.566 0.854 -13.667 0.4 0.4 0.4 -0.222
C 16.893 1.634 -14.778 -0.2 -1.2 0.5 -0.495
H 19.698 2.948 -13.395 0.2 0.2 -0.7 0.409
H 19.038 1.746 -11.475 -0.1 0.2 0.0 0.552
H 16.865 0.408 -11.632 0.3 -0.2 0.2 0.561
H 15.784 0.122 -13.807 -0.3 0.1 0.4 0.272
H 16.278 1.550 -15.662 0.3 0.2 -0.2 0.480
C 11.273 -2.858 -7.058 -1.9 0.7 -2.2 -0.390
C 12.376 -3.079 -6.331 1.4 -0.9 1.1 -0.233
C 12.245 -3.776 -5.133 1.8 1.1 0.8 -0.404
C 11.032 -4.099 -4.567 0.6 -0.2 0.5 -0.777
C 9.952 -3.774 -5.289 -2.3 -0.2 -2.2 -0.309
C 10.052 -3.232 -6.582 -1.1 -0.3 1.7 -0.692
H 11.243 -2.409 -8.040 0.6 0.2 -0.1 0.490
H 13.343 -2.776 -6.706 0.2 0.0 0.1 0.678
H 13.158 -3.833 -4.558 0.1 -0.5 0.2 0.506
H 10.816 -4.570 -3.620 0.8 -0.1 0.2 0.415
H 8.974 -4.091 -4.957 -0.2 0.2 0.2 0.315
H 9.126 -3.062 -7.112 0.1 0.1 -0.3 0.409
C 15.014 -3.689 -17.177 -0.1 -0.6 -0.6 -0.212
C 14.606 -2.505 -17.770 0.8 -0.5 -0.4 -0.721
C 14.332 -1.409 -16.994 -0.7 0.4 -0.1 -0.349
C 14.275 -1.494 -15.614 0.1 -1.5 0.4 -0.931
C 14.678 -2.726 -15.025 -0.4 0.6 -0.3 0.324
C 15.021 -3.811 -15.813 0.4 0.7 0.6 -0.432
H 15.335 -4.553 -17.738 -0.2 0.0 -0.4 0.429
H 14.526 -2.411 -18.843 0.2 -0.1 -0.1 0.372
H 14.069 -0.509 -17.532 -0.2 0.3 0.3 0.431
H 13.754 -0.707 -15.089 0.5 0.2 0.5 0.408
H 14.762 -2.973 -13.977 -0.4 0.8 0.4 0.553
H 15.348 -4.699 -15.291 0.0 -0.2 -0.3 0.177
C 10.566 -5.088 -12.258 -0.6 -1.4 0.8 -0.882
C 11.721 -4.376 -12.492 1.3 0.8 -0.5 -0.291
C 12.794 -4.385 -11.631 -0.2 -1.6 1.7 -0.373
C 12.765 -5.261 -10.505 -0.3 0.6 -0.4 0.367
C 11.637 -6.036 -10.236 -0.4 1.1 -2.0 -0.624
C 10.511 -5.920 -11.134 1.9 -0.3 1.4 -0.529
H 9.728 -5.173 -12.934 0.1 0.4 -0.3 0.377
H 12.046 -3.831 -13.366 -1.3 0.2 -0.7 0.445
H 13.667 -3.810 -11.903 0.2 0.0 0.3 0.422
H 13.605 -5.354 -9.833 0.3 0.1 -0.1 0.226
H 11.681 -6.745 -9.423 -0.3 0.0 0.1 0.392
H 9.709 -6.598 -10.884 -0.5 0.3 -0.5 0.374
C 14.931 -7.500 -14.316 0.2 0.8 1.7 -0.708
C 15.835 -8.088 -15.177 0.3 0.7 0.5 -0.792
C 17.143 -7.600 -15.138 0.4 -0.8 -0.7 -0.712
C 17.576 -6.574 -14.312 0.2 -0.5 -0.5 -0.178
C 16.698 -6.061 -13.399 -1.5 0.3 0.7 0.055
C 15.381 -6.531 -13.375 0.0 -0.6 -1.1 -0.400
H 13.908 -7.827 -14.205 -0.1 -0.1 -0.3 0.488
H 15.553 -8.904 -15.826 0.1 0.0 -0.1 0.440
H 17.861 -8.118 -15.757 0.2 0.2 -0.2 0.408
H 18.585 -6.194 -14.379 0.1 -0.2 0.1 0.438
H 16.960 -5.283 -12.698 0.2 0.1 0.1 0.617
H 14.677 -6.138 -12.655 -0.1 0.1 0.1 0.278
```
Forces are in eV/Å.

Output
Total energy ... -116799.7638 eV
Max |F| ... 4.6 eV/A
Orbital gap ... 9.71 eV


The following is a quantum chemistry calculation of a 2-piece molecular cluster, C4H12NO overall in a non-equilibrium geometry, from OMol25.

Structure (XYZ):
```
18
Properties=species:S:1:pos:R:3:forces:R:3:mulliken_charge:R:1
O 0.839 -1.290 -0.787 1.5 2.4 1.9 -0.363
C 2.043 -1.049 -0.021 -2.3 -0.6 -0.1 -0.377
C 2.310 0.432 -0.121 -3.2 0.0 2.1 -0.276
N 1.007 1.111 -0.189 3.6 -1.9 -1.0 -0.163
C -2.285 0.439 0.930 -1.0 -3.0 0.2 -0.771
C -2.325 -0.191 -0.504 -0.7 1.9 -0.2 -0.724
H 0.484 -0.332 -0.685 -1.1 -2.1 -0.5 0.372
H 2.828 -1.615 -0.421 1.2 -1.0 -0.6 0.395
H 1.964 -1.346 1.090 -0.2 0.3 -1.2 0.272
H 2.929 0.490 -1.005 0.4 0.7 -1.0 0.332
H 2.942 0.743 0.716 0.2 1.1 0.0 0.429
H -1.927 -0.422 1.599 -0.2 1.6 -0.5 0.219
H 1.173 2.101 -0.311 -0.1 1.0 0.4 0.302
H -1.745 1.355 1.078 0.6 0.3 -0.2 0.263
H -3.314 0.623 1.265 0.2 0.2 0.0 0.326
H -3.249 -0.781 -0.738 0.7 0.8 0.3 0.337
H -1.529 -0.871 -0.616 1.0 -1.0 -0.1 0.164
H -2.147 0.603 -1.280 -0.6 -0.7 0.5 0.264
```
Forces are in eV/Å.

Output
Total energy ... -7866.5694 eV
Energy relative to the best compared isomer or geometry (same formula, charge and spin) ... 178.1 kcal/mol
Max |F| ... 4.2 eV/A
Orbital gap ... 4.66 eV
Charge ... +1